# C29H85Cl2O36P9

A 10-piece molecular cluster, C29H85Cl2O36P9 overall at a distorted geometry (the ωB97M-V functional and the def2-TZVPD basis, the OMol25 dataset).

Geometry as XYZ:
```
161
C29H85Cl2O36P9, DFT the ωB97M-V functional and the def2-TZVPD basis
C 1.98 -0.99 5.26
O 1.15 0.10 5.65
P 0.66 1.17 4.58
O 0.24 0.56 3.29
O -0.32 2.13 5.45
C -1.64 1.76 5.61
O 1.95 2.12 4.36
C 2.33 2.98 5.42
H 1.74 -1.86 5.87
H 3.04 -0.74 5.32
H 1.89 -1.24 4.21
H -1.79 1.62 6.68
H -2.03 0.90 5.06
H -2.18 2.64 5.25
H 2.22 2.56 6.42
H 1.82 3.94 5.47
H 3.38 3.24 5.29
C 2.90 -4.29 2.74
O 1.52 -4.59 2.45
P 0.50 -4.86 3.68
O 1.05 -5.47 4.93
O -0.68 -5.77 2.96
C -1.79 -6.23 3.68
O -0.15 -3.41 3.99
C -1.02 -2.80 3.04
H 3.44 -5.23 2.84
H 2.99 -3.60 3.59
H 3.29 -3.72 1.90
H -1.92 -5.86 4.69
H -1.77 -7.32 3.64
H -2.74 -5.94 3.22
H -0.69 -1.81 2.72
H -2.03 -2.74 3.47
H -1.06 -3.23 2.04
C -1.65 2.80 -3.62
O -0.56 2.85 -4.48
P 0.92 3.43 -4.17
O 1.54 2.68 -3.04
O 0.70 5.03 -3.88
C 0.25 5.47 -2.57
O 1.73 3.35 -5.54
C 3.09 3.76 -5.57
H -1.81 1.73 -3.75
H -2.59 3.27 -3.92
H -1.42 3.07 -2.59
H 0.73 4.98 -1.73
H -0.83 5.55 -2.55
H 0.59 6.48 -2.33
H 3.62 2.99 -5.00
H 3.16 4.69 -5.00
H 3.60 4.03 -6.49
C -4.04 4.09 1.82
O -2.67 4.22 1.70
P -2.00 4.77 0.27
O -2.72 4.40 -0.96
O -1.72 6.30 0.61
C -2.74 7.19 1.05
O -0.53 4.05 0.34
C 0.29 4.31 1.45
H -4.55 3.65 0.97
H -4.58 5.01 2.08
H -4.22 3.39 2.63
H -2.53 8.13 0.53
H -2.62 7.32 2.13
H -3.75 6.91 0.76
H 0.59 3.40 1.98
H -0.07 5.05 2.16
H 1.21 4.72 1.03
C -3.32 0.65 2.68
O -4.25 1.20 3.66
P -5.87 1.05 3.55
O -6.62 1.67 4.66
O -6.17 1.67 2.09
C -7.53 1.79 1.66
O -6.16 -0.57 3.31
C -5.71 -1.49 4.29
H -2.65 1.39 2.25
H -3.82 0.23 1.80
H -2.66 -0.08 3.14
H -7.96 2.77 1.88
H -8.15 1.08 2.22
H -7.61 1.48 0.62
H -4.93 -1.13 4.96
H -5.31 -2.38 3.81
H -6.63 -1.62 4.85
C -1.31 -4.93 -0.12
O -2.10 -3.79 -0.41
P -3.65 -3.74 0.14
O -3.87 -4.21 1.53
O -4.07 -2.16 -0.02
C -3.98 -1.55 -1.31
O -4.47 -4.50 -1.07
C -5.91 -4.68 -1.00
H -0.55 -4.64 0.61
H -0.62 -5.29 -0.88
H -1.97 -5.72 0.22
H -3.11 -0.90 -1.35
H -4.90 -1.00 -1.47
H -3.93 -2.30 -2.11
H -6.24 -5.68 -0.73
H -6.43 -4.44 -1.93
H -6.39 -4.08 -0.22
C 3.31 -4.84 -2.61
O 4.14 -3.93 -1.91
P 4.78 -2.57 -2.61
O 5.55 -2.75 -3.86
O 3.55 -1.54 -2.73
C 3.90 -0.20 -2.92
O 5.68 -1.83 -1.51
C 5.27 -1.84 -0.16
H 2.45 -5.13 -1.99
H 3.74 -5.83 -2.77
H 2.95 -4.56 -3.60
H 4.85 0.01 -3.41
H 4.00 0.41 -2.02
H 3.13 0.36 -3.45
H 4.44 -1.14 -0.05
H 6.11 -1.65 0.51
H 4.94 -2.87 -0.05
C 3.79 1.33 1.76
O 4.25 1.22 0.40
P 5.47 2.16 -0.06
O 6.08 1.70 -1.34
O 4.76 3.65 -0.05
C 3.94 4.04 -1.06
O 6.42 2.18 1.29
C 7.22 1.10 1.60
H 4.31 2.06 2.38
H 3.91 0.34 2.20
H 2.73 1.58 1.76
H 4.06 5.12 -1.14
H 2.89 3.87 -0.78
H 4.19 3.60 -2.02
H 7.13 0.76 2.63
H 8.22 1.55 1.56
H 7.28 0.32 0.83
C 0.59 -0.58 -4.97
O -0.03 -1.32 -6.00
P 0.44 -2.85 -6.34
O 1.68 -3.26 -5.57
O -0.86 -3.76 -6.09
C -2.10 -3.40 -6.72
O 0.66 -2.92 -7.99
C 1.80 -2.48 -8.72
H 0.34 -1.18 -4.08
H 0.08 0.38 -4.90
H 1.66 -0.42 -4.96
H -1.92 -3.61 -7.77
H -2.45 -2.39 -6.53
H -2.94 -4.05 -6.48
H 2.25 -3.32 -9.27
H 2.62 -2.08 -8.12
H 1.54 -1.71 -9.44
Cl -1.31 0.97 -0.06
C 0.49 0.86 -0.16
C 1.08 -0.54 -0.05
Cl 0.60 -1.67 -1.35
H 0.82 1.46 0.69
H 0.78 1.42 -1.05
H 0.72 -0.97 0.89
H 2.16 -0.46 -0.18
```

Output
DFT total energy, Ha: -7857.8598
Highest occupied orbital energy, eV: -9.77
LUMO, Eh: 0.008
Relative energy (zero: lowest compared OMol25 entry of this formula, charge and spin), eV: 0.000
Charge: 0

---

# C8H32N4O8

A 8-piece molecular cluster, C8H32N4O8 overall at a distorted geometry (the ωB97M-V functional and the def2-TZVPD basis, the OMol25 dataset).

Geometry as XYZ:
```
52
C8H32N4O8, DFT the ωB97M-V functional and the def2-TZVPD basis
N 3.41 -2.46 -0.37
C 2.36 -1.80 -0.63
N 1.88 -1.06 0.35
O 1.79 -1.56 -1.92
H 3.62 -3.19 -1.12
H 3.82 -2.52 0.57
H 0.89 -0.69 0.11
H 1.96 -1.25 1.37
N -1.87 2.05 -2.56
C -2.74 1.14 -2.11
N -2.28 -0.08 -2.28
O -3.86 1.58 -1.40
H -2.17 3.07 -2.39
H -0.86 1.83 -2.73
H -2.93 -0.86 -2.00
H -1.42 -0.50 -2.82
C -1.43 -0.34 0.96
O -0.63 -0.08 -0.26
H -2.17 -1.03 0.68
H -1.81 0.61 1.32
H -0.72 -0.74 1.71
H -1.33 -0.05 -0.98
C 1.88 1.74 -2.53
O 0.68 1.67 -3.29
H 2.72 1.15 -2.92
H 1.65 1.23 -1.60
H 2.29 2.80 -2.50
H 0.79 2.02 -4.17
C -0.50 3.26 0.45
O 0.53 2.41 0.28
H -1.38 2.72 0.06
H -0.21 4.11 -0.16
H -0.55 3.36 1.57
H 0.30 1.54 0.04
C -2.52 -3.03 -1.28
O -3.65 -2.25 -1.73
H -2.71 -3.08 -0.25
H -1.59 -2.50 -1.33
H -2.51 -4.10 -1.58
H -3.67 -2.29 -2.71
C 1.50 -2.67 3.24
O 2.02 -1.35 3.09
H 2.11 -3.29 2.60
H 0.45 -2.88 2.93
H 1.69 -2.96 4.27
H 2.88 -1.36 3.49
C 0.72 1.57 3.33
O 1.00 2.94 3.30
H -0.20 1.55 2.75
H 0.59 1.20 4.35
H 1.48 1.02 2.74
H 0.72 3.43 4.06
```

Output
DFT total energy, Ha: -1144.7523
Highest occupied orbital energy, eV: -8.70
LUMO, Eh: 0.004
Relative energy (zero: lowest compared OMol25 entry of this formula, charge and spin), eV: 7.487
Charge: 0

---

# C6H14BF6NO10S2Zr

C6H14BF6NO10S2Zr as an isolated structure at a distorted geometry (the ωB97M-V functional and the def2-TZVPD basis, the OMol25 dataset).

Geometry as XYZ:
```
41
C6H14BF6NO10S2Zr, DFT the ωB97M-V functional and the def2-TZVPD basis
Zr -0.30 0.59 0.59
C -0.49 -0.61 -3.55
F -1.26 0.46 -3.73
F -1.25 -1.58 -3.07
F 0.06 -0.97 -4.69
S 0.87 -0.08 -2.33
O 2.15 -0.36 -2.86
O 0.59 1.31 -2.09
N 0.43 -0.83 -0.86
S 0.67 -2.45 -1.02
O -0.33 -3.17 -0.32
O 0.95 -2.81 -2.38
C 2.28 -2.77 -0.15
F 2.14 -2.71 1.16
F 2.70 -3.98 -0.50
F 3.18 -1.86 -0.54
C 3.70 1.52 1.47
C 2.32 1.11 1.13
O 1.74 0.15 1.70
O 1.63 1.70 0.24
H 4.18 0.77 2.09
H 3.70 2.51 1.93
H 4.28 1.62 0.55
C -4.46 0.45 -0.17
C -3.00 0.48 0.06
O -2.14 0.22 -0.84
O -2.49 0.73 1.20
H -4.79 1.41 -0.56
H -4.99 0.22 0.75
H -4.70 -0.28 -0.95
B -0.62 -1.29 2.31
H -1.53 -1.79 2.91
H -0.57 -0.12 2.56
H 0.42 -1.82 2.57
H -0.80 -1.31 1.12
O -0.81 2.55 -0.36
H -0.89 2.81 -1.28
H -0.94 3.35 0.17
O -0.43 2.05 2.29
H -0.53 1.83 3.22
H -0.66 2.98 2.21
```

Output
DFT total energy, Ha: -2511.7818
Highest occupied orbital energy, eV: -10.03
LUMO, Eh: -0.037
Relative energy (zero: lowest compared OMol25 entry of this formula, charge and spin), eV: 0.000
Charge: 0

---

# C2H4N2S2

One molecule with the formula C2H4N2S2 at a distorted geometry (the ωB97M-V functional and the def2-TZVPD basis, the OMol25 dataset).

Geometry as XYZ:
```
10
C2H4N2S2, DFT the ωB97M-V functional and the def2-TZVPD basis
H -1.64 -0.49 1.41
N -1.44 -1.37 0.89
C -1.04 -1.19 -0.35
N -0.87 0.04 -0.93
S -0.63 1.35 -0.04
C 0.85 0.68 0.71
S 1.79 -0.50 -0.10
H -0.64 -1.99 -1.06
H 0.01 0.00 -1.52
H 1.07 1.27 1.59
```

Output
DFT total energy, Ha: -984.4066
Highest occupied orbital energy, eV: -9.43
LUMO, Eh: -0.043
Relative energy (zero: lowest compared OMol25 entry of this formula, charge and spin), eV: 2.948
Charge: 0

---

# C29H43ClN4ORbSi2

C29H43ClN4ORbSi2 as an isolated structure (the ωB97M-V functional and the def2-TZVPD basis, the OMol25 dataset).

Geometry as XYZ:
```
81
C29H43ClN4ORbSi2, DFT the ωB97M-V functional and the def2-TZVPD basis
Rb 0.30 -0.05 0.75
Cl 7.76 1.90 3.60
C 6.28 1.40 2.79
C 6.34 0.83 1.51
C 5.20 0.45 0.87
C 3.88 0.63 1.45
O 2.85 0.34 0.81
C 3.86 1.18 2.79
C 2.68 1.35 3.57
N 1.47 0.98 3.33
C 0.55 1.17 4.36
C 0.85 0.93 5.69
C -0.10 1.15 6.71
C -1.36 1.58 6.43
C -1.73 1.79 5.08
C -3.03 2.19 4.71
C -3.35 2.31 3.39
C -2.35 2.05 2.43
N -1.12 1.72 2.74
C -0.79 1.58 4.04
C 5.07 1.57 3.41
H 7.31 0.68 1.04
H 5.23 0.01 -0.12
H 2.87 1.88 4.52
H 1.83 0.55 5.95
H 0.19 0.95 7.74
H -2.09 1.75 7.21
H -3.77 2.37 5.48
H -4.34 2.59 3.06
H -2.58 2.11 1.37
H 5.03 2.01 4.40
C 1.62 -0.29 -2.71
Si 0.95 -2.07 -2.68
C 2.53 -3.11 -2.70
C 0.20 -2.31 -4.42
C -0.18 -2.40 -1.34
Si -0.24 -3.78 -0.18
C -1.77 -4.90 -0.39
C -0.38 -3.24 1.65
C 1.25 -4.94 -0.19
H 2.28 -0.15 -3.58
H 2.22 -0.11 -1.81
H 0.86 0.50 -2.75
H 3.17 -2.78 -3.53
H 2.33 -4.17 -2.83
H 3.10 -2.98 -1.77
H 0.83 -1.94 -5.23
H -0.79 -1.83 -4.50
H 0.04 -3.39 -4.58
H -1.15 -1.89 -1.42
H -2.69 -4.31 -0.33
H -1.81 -5.67 0.38
H -1.75 -5.39 -1.37
H -1.23 -2.55 1.79
H 0.53 -2.71 1.97
H -0.54 -4.07 2.34
H 1.35 -5.47 -1.14
H 1.13 -5.69 0.60
H 2.17 -4.39 0.00
C -4.07 3.34 -4.07
C -2.56 3.16 -4.10
N -2.07 2.00 -3.38
C -2.10 0.71 -4.05
C -3.29 -0.18 -3.70
C -1.73 2.06 -2.05
C -1.68 3.42 -1.39
N -1.42 1.04 -1.33
H -4.35 4.25 -4.60
H -4.44 3.40 -3.05
H -4.57 2.50 -4.56
H -2.07 4.05 -3.71
H -2.23 3.07 -5.14
H -1.17 0.18 -3.82
H -2.08 0.90 -5.12
H -3.36 -0.34 -2.62
H -3.17 -1.16 -4.18
H -4.23 0.26 -4.04
H -0.91 4.03 -1.86
H -1.42 3.27 -0.35
H -2.63 3.95 -1.46
H -1.43 0.16 -1.83
```

Output
DFT total energy, Ha: -2488.5186
Highest occupied orbital energy, eV: -3.32
LUMO, Eh: 0.073
Relative energy (zero: lowest compared OMol25 entry of this formula, charge and spin), eV: 0.000
Charge: -1

---

# C38H35AlClN2Si2

C38H35AlClN2Si2 as an isolated structure at a distorted geometry (the ωB97M-V functional and the def2-TZVPD basis, the OMol25 dataset).

Geometry as XYZ:
```
79
C38H35AlClN2Si2, DFT the ωB97M-V functional and the def2-TZVPD basis
C -1.16 -0.14 1.13
C -2.40 0.10 0.47
C -2.57 -0.86 -0.54
H -3.15 0.82 0.80
C -1.50 -1.77 -0.50
C -0.58 -1.35 0.55
H 0.15 -2.00 1.04
H -0.86 0.29 2.08
H -3.45 -0.95 -1.19
H -1.39 -2.69 -1.06
Al 0.43 0.08 -0.50
Si 2.21 0.31 -7.25
C 1.78 1.82 -8.24
C 2.56 2.32 -9.30
H 3.52 1.86 -9.53
C 2.06 3.39 -10.06
H 2.64 3.77 -10.91
C 0.82 3.97 -9.74
H 0.45 4.83 -10.32
C 0.05 3.46 -8.69
H -0.92 3.89 -8.45
C 0.53 2.38 -7.96
H -0.08 1.96 -7.16
C 2.06 -1.11 -8.43
C 1.04 -1.02 -9.39
H 0.55 -0.05 -9.57
C 0.61 -2.17 -10.06
H -0.21 -2.09 -10.78
C 1.21 -3.40 -9.79
H 0.82 -4.30 -10.26
C 2.30 -3.47 -8.90
H 2.79 -4.42 -8.74
C 2.73 -2.33 -8.22
H 3.55 -2.38 -7.49
H 0.99 0.11 -6.46
Si 0.57 0.21 -3.03
C -0.21 -1.39 -3.64
C -1.37 -1.41 -4.43
H -1.82 -0.47 -4.77
C -1.95 -2.63 -4.83
H -2.83 -2.63 -5.47
C -1.37 -3.84 -4.44
H -1.78 -4.79 -4.79
C -0.24 -3.83 -3.61
H 0.22 -4.76 -3.29
C 0.33 -2.61 -3.22
H 1.22 -2.60 -2.59
C -0.48 1.61 -3.71
C -1.75 1.77 -3.11
H -2.08 1.07 -2.33
C -2.63 2.79 -3.51
H -3.60 2.88 -3.02
C -2.27 3.65 -4.55
H -2.97 4.43 -4.88
C -1.02 3.51 -5.15
H -0.77 4.17 -5.99
C -0.13 2.52 -4.72
H 0.85 2.44 -5.19
H 3.44 0.41 -6.42
Cl 2.51 0.37 -3.69
N 0.15 2.00 0.02
C 1.05 2.28 1.15
C 0.98 3.47 1.84
C 1.88 3.67 2.91
C 2.76 2.67 3.30
C 2.82 1.42 2.61
C 3.62 0.32 3.00
C 3.51 -0.86 2.31
C 2.60 -1.00 1.26
N 1.88 0.06 0.82
C 1.95 1.26 1.50
H -0.83 2.17 0.27
H 0.30 2.67 -0.74
H 0.23 4.21 1.55
H 1.87 4.62 3.42
H 3.42 2.82 4.16
H 4.28 0.43 3.86
H 4.12 -1.73 2.56
H 2.43 -1.94 0.74
```

Output
DFT total energy, Ha: -2860.0684
Highest occupied orbital energy, eV: -10.42
LUMO, Eh: -0.160
Relative energy (zero: lowest compared OMol25 entry of this formula, charge and spin), eV: 0.000
Charge: +1

---

# C4H6O2

One molecule with the formula C4H6O2 at a distorted geometry (the ωB97M-V functional and the def2-TZVPD basis, the OMol25 dataset).

Geometry as XYZ:
```
12
C4H6O2, DFT the ωB97M-V functional and the def2-TZVPD basis
C -1.49 -0.38 -0.58
C -0.53 -0.68 0.56
O -0.74 -1.55 1.38
C 0.66 0.26 0.75
C 1.60 0.69 -0.35
O 0.51 1.47 0.06
H -0.95 -0.30 -1.53
H -2.25 -1.16 -0.65
H -1.97 0.58 -0.41
H 1.14 0.19 1.71
H 1.45 -0.22 -0.88
H 2.57 1.09 -0.06
```

Output
DFT total energy, Ha: -306.4081
Highest occupied orbital energy, eV: -9.92
LUMO, Eh: 0.032
Relative energy (zero: lowest compared OMol25 entry of this formula, charge and spin), eV: 2.673
Charge: 0

---

# C27H20GeN7PdS2SbSe4

C27H20GeN7PdS2SbSe4 as an isolated structure at a distorted geometry (the ωB97M-V functional and the def2-TZVPD basis, the OMol25 dataset).

Geometry as XYZ:
```
63
C27H20GeN7PdS2SbSe4, DFT the ωB97M-V functional and the def2-TZVPD basis
Pd 1.36 1.08 0.15
S 3.72 1.99 0.53
C 4.64 0.53 0.33
C 6.05 0.62 0.58
N 7.18 0.69 0.77
C 4.07 -0.64 -0.08
S 2.44 -0.85 -0.57
C 4.87 -1.83 -0.19
N 5.48 -2.79 -0.27
N 1.28 0.80 4.31
C 1.62 0.17 3.19
N 1.08 0.82 2.18
C 0.41 1.87 2.76
N 0.50 1.88 4.06
C -0.28 2.82 1.89
C -1.14 3.81 2.31
N -1.75 4.61 1.44
C -1.50 4.41 0.15
C -0.64 3.41 -0.30
N -0.04 2.62 0.58
H 1.53 0.57 5.26
H 2.23 -0.72 3.14
H -1.33 3.97 3.36
H -1.98 5.07 -0.56
H -0.42 3.27 -1.34
C -2.17 0.39 1.19
Ge -0.79 -0.46 0.11
C -0.25 -2.13 0.90
C 0.18 -3.18 0.10
C 0.49 -4.41 0.67
C 0.38 -4.58 2.04
C -0.06 -3.54 2.85
C -0.38 -2.32 2.28
C -1.20 -0.51 -1.78
C -0.52 0.23 -2.71
C -0.87 0.22 -4.07
C -1.92 -0.54 -4.49
C -2.65 -1.34 -3.58
C -3.74 -2.14 -4.01
C -4.44 -2.90 -3.13
C -4.09 -2.91 -1.76
C -3.05 -2.15 -1.31
C -2.30 -1.33 -2.20
H -2.96 -0.36 1.25
H -2.57 1.27 0.69
H -1.86 0.63 2.20
H 0.26 -3.06 -0.97
H 0.83 -5.22 0.04
H 0.63 -5.54 2.48
H -0.17 -3.69 3.91
H -0.75 -1.52 2.91
H 0.32 0.85 -2.40
H -0.31 0.82 -4.78
H -2.20 -0.56 -5.53
H -4.00 -2.13 -5.06
H -5.27 -3.51 -3.47
H -4.64 -3.53 -1.07
H -2.78 -2.20 -0.26
Se 2.22 5.06 1.54
Sb 2.59 4.96 -0.83
Se 4.94 5.32 -1.53
Se 0.99 5.58 -2.43
Se 2.75 2.24 -1.46
```

Output
DFT total energy, Ha: -14271.0967
Highest occupied orbital energy (alpha / beta), eV: -10.99 / -10.99
Multiplicity: 2
LUMO (alpha / beta), Eh: -0.198 / -0.200
Relative energy (zero: lowest compared OMol25 entry of this formula, charge and spin), eV: 0.000
Charge: +1